DFT (ωB97M-V with the def2-TZVPD basis set) results for a structure of composition C56H44CoN5O2PS.

Positions of all 110 atoms, in Å:
Co: -0.57 0.28 -1.18
C: 2.03 5.68 11.18
O: 0.84 5.79 10.43
C: 0.78 5.19 9.22
C: -0.45 5.26 8.56
C: -0.59 4.68 7.31
C: 0.47 4.02 6.70
C: 1.68 3.95 7.37
C: 1.85 4.53 8.62
C: 0.28 3.43 5.38
N: -0.89 3.16 4.84
C: -0.60 2.63 3.61
C: 0.76 2.57 3.41
N: 1.32 3.09 4.56
C: 1.36 2.09 2.21
C: 2.73 2.02 1.96
C: 3.16 1.58 0.73
C: 2.22 1.21 -0.23
N: 0.92 1.23 0.00
C: 0.48 1.66 1.20
C: -0.96 1.65 1.42
N: -1.73 1.14 0.44
C: -3.03 1.10 0.61
C: -3.67 1.59 1.76
C: -2.90 2.12 2.77
C: -1.51 2.15 2.61
H: 1.85 6.16 12.13
H: 2.86 6.18 10.67
H: 2.29 4.63 11.35
H: -1.27 5.77 9.04
H: -1.54 4.73 6.80
H: 2.52 3.42 6.94
H: 2.81 4.45 9.12
H: 2.29 3.26 4.73
H: 3.45 2.31 2.72
H: 4.22 1.51 0.49
H: 2.53 0.89 -1.21
H: -3.61 0.63 -0.17
H: -4.74 1.54 1.84
H: -3.33 2.50 3.68
O: 0.37 -1.37 0.98
C: -0.41 -1.27 0.04
C: -1.49 -2.36 0.00
C: -1.61 -3.34 0.99
C: -2.61 -4.28 0.91
C: -3.51 -4.27 -0.16
C: -3.40 -3.31 -1.16
C: -2.39 -2.36 -1.07
P: -1.97 -1.10 -2.34
C: -1.12 -2.11 -3.61
C: -0.98 -1.60 -4.90
C: -0.25 -2.29 -5.85
C: 0.33 -3.52 -5.53
C: 0.18 -4.03 -4.26
C: -0.54 -3.33 -3.30
C: -3.55 -0.76 -3.18
C: -4.09 -1.60 -4.15
C: -5.32 -1.33 -4.72
C: -6.04 -0.20 -4.33
C: -5.50 0.66 -3.39
C: -4.26 0.38 -2.82
H: -0.90 -3.32 1.80
H: -2.71 -5.04 1.68
H: -4.29 -5.01 -0.22
H: -4.09 -3.31 -1.99
H: -1.42 -0.65 -5.15
H: -0.14 -1.88 -6.84
H: 0.89 -4.06 -6.28
H: 0.63 -4.98 -4.00
H: -0.64 -3.75 -2.30
H: -3.54 -2.48 -4.47
H: -5.73 -2.00 -5.47
H: -6.99 0.02 -4.79
H: -6.03 1.56 -3.10
H: -3.82 1.09 -2.13
C: 5.05 -3.76 -0.59
C: 3.71 -4.08 -1.27
C: 3.84 -5.39 -2.05
C: 2.64 -4.26 -0.20
C: 3.37 -2.93 -2.22
C: 4.12 -2.73 -3.39
C: 3.87 -1.70 -4.28
C: 2.81 -0.84 -4.00
S: 2.21 0.54 -4.87
C: 0.99 0.75 -3.64
N: 1.02 -0.12 -2.68
C: 2.05 -1.03 -2.85
C: 2.33 -2.06 -1.95
C: -0.01 1.81 -3.61
C: -0.14 2.72 -4.66
C: -1.09 3.72 -4.57
C: -1.89 3.79 -3.43
C: -1.74 2.86 -2.41
C: -0.81 1.82 -2.45
H: 5.29 -4.53 0.14
H: 5.00 -2.80 -0.08
H: 5.86 -3.72 -1.32
H: 4.07 -6.21 -1.37
H: 4.63 -5.35 -2.80
H: 2.91 -5.63 -2.57
H: 2.88 -5.14 0.41
H: 1.65 -4.41 -0.63
H: 2.58 -3.40 0.47
H: 4.94 -3.41 -3.62
H: 4.47 -1.58 -5.17
H: 1.71 -2.14 -1.07
H: 0.50 2.66 -5.53
H: -1.21 4.44 -5.37
H: -2.63 4.57 -3.34
H: -2.39 2.96 -1.54

Output
expectation value of S² = 0.77
multiplicity = 2
maximum force = 0.0104 hartree/bohr
energy relative to the best compared isomer or geometry (same formula, charge and spin) = 0.0 kcal per mole
net charge = 0
HOMO (alpha / beta) = -6.895 / -7.000 eV
energy = -128086.15072 eV
molecular weight = 941.0 g mol⁻¹